{"formula": "C19H35BrIrN2O4SSi", "method": "ωB97M-V/def2-TZVPD", "charge": 2, "spin_multiplicity": 6, "homo_ha": [-0.48973, -0.52384], "orbital_gap_ev": [8.35, 6.43], "energy_ha": -4520.73770, "species": ["Ir", "C", "C", "O", "C", "C", "O", "C", "C", "O", "C", "C", "O", "H", "H", "H", "H", "H", "H", "H", "H", "H", "H", "H", "H", "H", "H", "H", "H", "C", "Si", "C", "C", "C", "H", "H", "H", "H", "H", "H", "H", "H", "H", "H", "H", "N", "C", "S", "N", "C", "C", "C", "C", "C", "C", "H", "H", "H", "H", "H", "H", "H", "H", "Br"], "xyz": [[1.12994, -1.88274, -0.86003], [-0.43635, -3.27357, 1.92601], [0.14045, -4.38251, 1.00287], [0.12123, -4.03529, -0.38867], [-1.15241, -4.25412, -1.01992], [-1.09327, -3.64152, -2.39898], [-0.80541, -2.24254, -2.31737], [-1.94161, -1.38220, -2.30014], [-1.50655, -0.00758, -1.84623], [-1.00859, -0.10356, -0.50162], [-1.51229, 0.89175, 0.36721], [-2.16013, -1.61233, 1.70093], [-1.21626, -2.38904, 1.11527], [0.36343, -2.71266, 2.41290], [-1.07018, -3.71807, 2.69482], [-0.42639, -5.30393, 1.13987], [1.18086, -4.57668, 1.25371], [-1.94558, -3.80270, -0.42624], [-1.33531, -5.32806, -1.10188], [-2.03068, -3.81694, -2.92779], [-0.27385, -4.08930, -2.96204], [-2.71014, -1.76688, -1.62185], [-2.35581, -1.31963, -3.30939], [-2.36397, 0.66576, -1.87886], [-0.72007, 0.37485, -2.50002], [-2.57632, 1.03804, 0.16923], [-0.98440, 1.84036, 0.25140], [-2.96052, -1.36560, 1.00870], [-2.48440, -1.90394, 2.69640], [4.41177, -1.52886, -4.69740], [3.17604, -0.85018, -3.46034], [4.05527, 0.20253, -2.16363], [1.79829, 0.12915, -4.30496], [2.32083, -2.33756, -2.56348], [4.83909, -0.70284, -5.26973], [3.95207, -2.21885, -5.40690], [5.22966, -2.05210, -4.19984], [4.75352, 0.87242, -2.67139], [4.63060, -0.40138, -1.46035], [3.35763, 0.81795, -1.59242], [2.22430, 0.70808, -5.12701], [1.33616, 0.83726, -3.61291], [1.01936, -0.51263, -4.72058], [3.11601, -3.01892, -2.23781], [1.67959, -2.83599, -3.29710], [0.48838, 2.16730, 3.17954], [-0.74162, 2.08750, 2.73509], [-1.30839, 0.36009, 2.10956], [-1.65946, 3.00979, 2.89305], [-1.53826, 4.30399, 3.50328], [-0.39891, 5.08703, 3.36036], [-0.34715, 6.32701, 3.97995], [-1.42535, 6.78450, 4.72151], [-2.57315, 6.01144, 4.82818], [-2.63436, 4.77062, 4.21857], [1.12104, 1.39984, 3.00776], [0.78750, 2.91057, 3.79837], [-2.60757, 2.74661, 2.66451], [0.41920, 4.77379, 2.72446], [0.53259, 6.94534, 3.86630], [-1.37826, 7.75075, 5.20448], [-3.42544, 6.37533, 5.38524], [-3.52510, 4.15859, 4.30581], [2.44872, -0.97753, 0.92154]], "atomic_forces_ev_per_a": [[0.7, -0.6, -1.1], [0.1, -0.1, 0.0], [-0.2, 0.0, 0.2], [0.1, 0.6, 0.1], [-0.2, 0.0, -0.2], [0.2, -0.2, 0.1], [0.1, 0.3, 0.2], [-0.2, 0.2, 0.0], [0.0, -0.2, 0.0], [0.1, 0.1, 0.0], [0.0, -0.1, 0.0], [0.0, -0.6, -0.2], [-0.2, 0.1, 0.1], [0.0, 0.1, -0.1], [0.0, 0.0, 0.0], [0.0, 0.0, -0.1], [0.0, 0.0, 0.0], [0.0, 0.0, 0.0], [0.1, 0.0, 0.0], [0.0, 0.0, -0.1], [-0.1, 0.0, -0.1], [0.1, -0.1, 0.0], [0.0, 0.0, 0.0], [0.0, 0.0, -0.1], [0.0, 0.1, 0.0], [0.0, 0.0, 0.0], [0.0, 0.0, -0.1], [0.1, 0.1, 0.0], [0.1, 0.0, 0.0], [-0.3, -0.1, 0.2], [-0.1, 0.4, 0.3], [-0.1, -0.1, -0.4], [0.3, -0.1, 0.1], [-0.4, 0.2, 0.3], [0.0, 0.0, 0.0], [0.0, 0.0, 0.0], [0.0, 0.0, 0.0], [0.0, 0.0, 0.0], [0.0, 0.0, 0.0], [0.0, 0.0, 0.0], [-0.1, 0.0, 0.0], [0.0, 0.0, 0.0], [0.0, 0.0, 0.0], [-0.1, 0.0, 0.2], [0.0, -0.1, 0.0], [0.1, 0.1, 0.1], [-0.3, -0.7, 0.0], [0.4, 0.8, 0.1], [0.0, 0.2, 0.0], [0.0, 0.3, 0.2], [0.0, -0.1, -0.2], [0.0, 0.0, 0.0], [0.0, 0.0, 0.0], [0.0, 0.0, 0.0], [0.0, -0.2, 0.0], [0.0, 0.0, 0.0], [0.0, 0.1, -0.1], [0.0, -0.1, -0.1], [0.0, 0.0, 0.0], [0.0, 0.0, 0.0], [0.0, 0.0, 0.0], [0.0, 0.0, 0.0], [0.0, 0.0, 0.0], [-0.3, 0.1, 0.3]]}

***

{"formula": "C34H31N6OPPd", "method": "ωB97M-V/def2-TZVPD", "de_lowest_ev": 0.000, "homo_ha": -0.27900, "orbital_gap_ev": 7.84, "energy_ha": -2187.30750, "species": ["Pd", "C", "C", "C", "C", "C", "C", "P", "C", "C", "C", "C", "C", "C", "C", "C", "C", "C", "C", "C", "C", "C", "C", "C", "H", "H", "H", "H", "H", "H", "H", "H", "H", "H", "H", "H", "H", "H", "H", "H", "N", "C", "C", "N", "C", "H", "H", "H", "H", "C", "C", "C", "C", "C", "N", "H", "H", "H", "H", "H", "H", "H", "H", "H", "N", "C", "O", "C", "C", "N", "C", "N", "H", "H"], "xyz": [[-0.04036, 0.88695, -1.03559], [-2.01716, -4.67860, 0.20668], [-2.47806, -3.56949, -0.48818], [-1.64238, -2.48199, -0.69509], [-0.33482, -2.50557, -0.21692], [0.12869, -3.62617, 0.47106], [-0.71424, -4.70568, 0.68839], [0.75560, -1.12820, -0.65992], [2.05642, -1.04682, 0.58360], [1.76174, -1.23660, 1.93119], [2.72188, -0.97366, 2.89489], [3.97302, -0.50631, 2.51839], [4.26645, -0.30412, 1.17804], [3.31125, -0.57196, 0.21143], [1.45163, -1.61982, -2.25089], [2.19573, -2.73438, -2.52196], [2.58158, -2.99728, -3.85355], [2.19168, -2.16244, -4.86598], [1.40605, -1.01090, -4.61271], [0.96046, -0.13531, -5.63278], [0.19618, 0.94889, -5.31026], [-0.14707, 1.23586, -3.96496], [0.26773, 0.42547, -2.94135], [1.04538, -0.72841, -3.27530], [-2.67239, -5.52406, 0.37279], [-3.49202, -3.54699, -0.86635], [-2.00029, -1.60502, -1.22119], [1.14601, -3.65346, 0.84131], [-0.35135, -5.57103, 1.22778], [0.77654, -1.57619, 2.22728], [2.48752, -1.11972, 3.94165], [4.71470, -0.27910, 3.27277], [5.22912, 0.09185, 0.88607], [3.53279, -0.38996, -0.83352], [2.48506, -3.41280, -1.72769], [3.17972, -3.87164, -4.07452], [2.48091, -2.38005, -5.88767], [1.23009, -0.33845, -6.66218], [-0.15063, 1.61457, -6.09131], [-0.73579, 2.11936, -3.76025], [0.31640, 5.07103, -1.27595], [-1.05643, 5.07536, -1.29881], [-1.42579, 3.77165, -1.39753], [-0.29625, 2.98158, -1.41889], [0.73415, 3.79360, -1.33942], [0.91295, 5.86545, -1.11923], [-1.62899, 5.98272, -1.24054], [-2.41265, 3.34589, -1.45301], [1.76998, 3.49930, -1.28479], [-2.64540, -2.05359, 2.75834], [-2.77701, -0.52854, 2.85222], [-1.63598, 0.06122, 3.69593], [-4.13716, -0.14487, 3.44540], [-2.67263, 0.02608, 1.49041], [-2.55555, 0.41615, 0.41528], [-2.71604, -2.47797, 3.76073], [-1.68697, -2.34036, 2.32386], [-3.43742, -2.47852, 2.14224], [-1.65053, -0.40422, 4.68289], [-1.75074, 1.13852, 3.80843], [-0.66760, -0.11974, 3.22932], [-4.21087, -0.54868, 4.45582], [-4.95529, -0.54931, 2.84915], [-4.24576, 0.93854, 3.49964], [-1.32182, 3.00826, 1.81430], [-0.03480, 2.64679, 1.52470], [0.20284, 1.50760, 1.04713], [1.00788, 3.57207, 1.79466], [2.32501, 3.25162, 1.38743], [3.39021, 3.02278, 1.00286], [0.69252, 4.90449, 2.14919], [0.35156, 5.98123, 2.39821], [-2.02427, 2.46702, 1.33343], [-1.51494, 3.98611, 1.96339]], "atomic_forces_ev_per_a": [[0.3, 0.6, 0.1], [0.0, 0.0, 0.0], [0.0, 0.0, 0.0], [0.0, 0.0, 0.0], [0.0, 0.0, 0.0], [0.0, 0.0, 0.0], [0.0, 0.0, 0.0], [0.0, -0.2, -0.1], [0.0, 0.0, 0.0], [0.0, 0.0, 0.0], [0.0, 0.0, 0.0], [0.0, 0.0, 0.0], [0.0, 0.0, 0.0], [0.0, 0.0, 0.0], [0.0, 0.1, -0.1], [0.0, 0.0, 0.0], [0.0, 0.0, 0.0], [0.0, 0.0, 0.0], [0.0, 0.0, 0.0], [0.0, 0.0, 0.0], [0.0, 0.0, 0.0], [0.0, -0.1, -0.1], [-0.1, -0.1, 0.2], [0.0, -0.1, 0.0], [0.0, 0.0, 0.0], [0.0, 0.0, 0.0], [0.0, 0.0, 0.0], [0.0, 0.0, 0.0], [0.0, 0.0, 0.0], [0.0, 0.0, 0.0], [0.0, 0.0, 0.0], [0.0, 0.0, 0.0], [0.0, 0.0, 0.0], [0.0, 0.0, 0.0], [0.0, 0.0, 0.0], [0.0, 0.0, 0.0], [0.0, 0.0, 0.0], [0.0, 0.0, 0.0], [0.0, 0.0, 0.0], [0.0, 0.0, 0.0], [0.1, 0.0, 0.0], [0.0, 0.0, 0.0], [0.0, 0.0, 0.0], [-0.1, -0.1, 0.0], [0.0, 0.1, 0.0], [0.0, 0.0, 0.0], [0.0, 0.0, 0.0], [0.0, 0.0, 0.0], [0.0, 0.0, 0.0], [0.0, 0.0, 0.0], [0.1, 0.0, 0.1], [0.0, 0.0, 0.0], [0.0, 0.0, 0.0], [0.0, -0.2, -0.1], [-0.3, 0.1, 0.1], [0.0, 0.0, 0.0], [0.0, 0.0, 0.0], [0.0, 0.0, 0.0], [0.0, 0.0, 0.0], [0.0, 0.0, 0.0], [0.0, 0.0, 0.0], [0.0, 0.0, 0.0], [0.0, 0.0, 0.0], [0.0, 0.0, 0.0], [0.0, -0.1, -0.1], [0.2, 0.2, 0.1], [-0.1, -0.3, 0.1], [0.0, 0.0, -0.1], [-0.1, 0.0, 0.0], [0.0, 0.0, 0.0], [0.0, -0.1, 0.0], [0.0, 0.0, 0.0], [0.0, 0.0, 0.0], [0.0, 0.0, 0.0]]}

***

{"formula": "C15H8F4N2O2S", "method": "ωB97M-V/def2-TZVPD", "smiles": "N#Cc1c(C(F)(F)F)cc(-c2ccc(F)cc2)nc1SCC(=O)O", "homo_ha": -0.32990, "orbital_gap_ev": 8.16, "energy_ha": -1634.10170, "species": ["N", "C", "C", "C", "C", "F", "F", "F", "C", "C", "C", "C", "C", "C", "F", "C", "C", "N", "C", "S", "C", "C", "O", "O", "H", "H", "H", "H", "H", "H", "H", "H"], "xyz": [[5.16658, -0.10758, -0.00050], [4.03128, -0.26244, 0.00563], [2.63133, -0.43041, 0.00736], [2.01523, -1.62299, 0.39446], [2.87700, -2.77559, 0.84345], [3.61550, -2.46405, 1.91870], [3.72676, -3.17334, -0.11435], [2.15266, -3.85268, 1.17930], [0.63748, -1.73561, 0.36518], [-0.11966, -0.63570, -0.06150], [-1.57922, -0.68711, -0.15997], [-2.31796, 0.49712, -0.10259], [-3.69512, 0.47299, -0.19253], [-4.33314, -0.74497, -0.35238], [-5.67451, -0.77775, -0.44229], [-3.62710, -1.93384, -0.42939], [-2.25054, -1.89995, -0.33094], [0.46388, 0.51276, -0.39627], [1.77489, 0.62720, -0.37386], [2.47845, 2.14970, -0.85746], [0.96820, 3.13731, -1.07864], [0.28823, 3.43043, 0.23865], [-0.90017, 3.40145, 0.40194], [1.15450, 3.74848, 1.19509], [0.16355, -2.64781, 0.68508], [-1.80654, 1.43713, 0.02557], [-4.27265, 1.38187, -0.14083], [-4.15633, -2.86334, -0.56730], [-1.69978, -2.82358, -0.41652], [1.30353, 4.07349, -1.52649], [0.28282, 2.61630, -1.74483], [0.70085, 3.95251, 2.02823]], "atomic_forces_ev_per_a": [[0.4, 0.1, 0.0], [0.4, 0.1, 0.0], [-1.2, 0.0, 0.0], [-0.1, 0.2, -0.1], [0.3, -0.6, 0.2], [-0.1, 0.2, 0.0], [-0.1, 0.2, -0.1], [-0.3, 0.0, 0.0], [0.2, 0.2, -0.1], [0.5, -0.3, 0.1], [-0.5, -0.1, 0.0], [0.1, -0.2, 0.0], [-0.2, -0.2, 0.0], [0.2, 0.0, 0.0], [0.1, 0.0, 0.0], [-0.3, 0.1, 0.0], [0.1, 0.3, 0.0], [-0.2, 0.1, 0.0], [0.3, -0.3, 0.1], [0.2, 0.4, -0.3], [0.4, -0.4, 0.1], [-0.4, -0.1, -0.2], [-0.2, 0.1, 0.0], [0.6, 0.2, 0.4], [0.0, -0.1, 0.0], [0.0, 0.1, 0.0], [-0.1, 0.1, 0.0], [-0.1, -0.1, 0.0], [0.1, -0.1, 0.0], [0.0, 0.0, 0.0], [0.0, 0.2, 0.1], [-0.2, -0.1, -0.3]]}

***

{"formula": "C4H8NO2S", "method": "ωB97M-V/def2-TZVPD", "charge": -1, "de_lowest_ev": 3.815, "homo_ha": -0.16443, "orbital_gap_ev": 4.19, "energy_ha": -760.57268, "species": ["C", "C", "C", "S", "N", "C", "O", "O", "H", "H", "H", "H", "H", "H", "H", "H"], "xyz": [[-0.63936, 0.19398, 1.26649], [-0.21702, 0.11039, -0.18289], [-0.30690, -1.29406, -0.80606], [-2.59217, -3.24049, -0.93214], [1.24990, 0.43496, -0.24602], [1.58605, 1.85463, 0.19340], [1.79738, 2.63438, -0.74392], [1.64660, 2.01438, 1.42334], [-0.24601, 1.11237, 1.71377], [-1.72228, 0.20043, 1.40742], [-0.32817, -0.63874, 1.89578], [-0.68069, 0.90086, -0.81524], [-0.14864, -1.21938, -1.87521], [-1.35991, -1.69675, -0.86842], [0.38132, -1.87043, -0.22280], [1.57991, 0.50347, -1.20750]], "atomic_forces_ev_per_a": [[-0.9, 0.3, 0.6], [1.2, 0.9, -0.4], [-0.1, 1.4, -0.2], [0.9, 0.9, 0.1], [0.0, 0.0, -0.2], [0.0, -0.5, 0.9], [0.0, 0.1, -0.3], [-0.1, 0.2, -0.2], [0.0, -0.3, -0.1], [-0.2, 0.1, -0.4], [0.6, -0.2, -0.3], [-0.6, -0.7, 0.4], [0.7, -0.3, -0.2], [-1.2, -0.7, 0.6], [0.1, -0.9, -0.2], [-0.6, -0.4, -0.1]]}

***

{"formula": "C8H14N2O3", "method": "ωB97M-V/def2-TZVPD", "de_lowest_ev": 4.254, "homo_ha": -0.30857, "orbital_gap_ev": 8.89, "energy_ha": -648.35239, "species": ["C", "C", "C", "C", "C", "C", "C", "C", "N", "N", "O", "O", "O", "H", "H", "H", "H", "H", "H", "H", "H", "H", "H", "H", "H", "H", "H"], "xyz": [[-1.30456, -0.38715, 0.24982], [1.13474, 1.86318, 0.00324], [-1.30086, -0.63225, -1.28354], [1.00303, 0.00225, 0.09243], [-2.44158, 1.65518, 1.07129], [4.10660, -0.81510, 1.05316], [-2.58864, 0.12894, 0.83484], [3.31050, -0.36181, -0.10554], [-0.14105, -0.21071, 0.80455], [-0.03645, -0.38043, -1.83012], [0.29003, 2.28064, -0.74401], [2.08397, 2.16275, 0.71384], [1.98069, -0.88240, 0.10165], [-1.65152, -1.62792, -1.61142], [-1.83869, 0.22185, -1.63835], [-1.89412, 1.94343, 0.14453], [-1.90935, 1.93416, 2.01151], [-3.34867, 2.18667, 1.13596], [5.12864, -0.40920, 1.10247], [3.83940, -0.32730, 2.08588], [3.94166, -1.91479, 1.19586], [-3.40839, -0.03195, 0.12933], [-2.79138, -0.36464, 1.76262], [3.67698, -0.74939, -1.07298], [3.23828, 0.69317, -0.46428], [0.53581, -1.28069, -2.11512], [-0.17935, 0.17958, -2.62102]], "atomic_forces_ev_per_a": [[2.2, 0.8, -0.3], [1.5, -1.2, 0.2], [-0.5, -0.6, 1.0], [-0.4, 0.9, 0.6], [1.8, -0.6, -0.6], [0.3, 1.0, 3.3], [0.0, 0.2, 0.6], [-0.1, 1.0, -2.4], [-1.2, -0.9, -1.5], [3.6, -3.4, -0.1], [-0.1, 0.3, 0.2], [-1.2, 0.2, -0.5], [-1.3, 0.6, 0.3], [-0.7, 0.6, 0.5], [-1.5, 0.0, -0.4], [-0.2, 0.8, 1.0], [0.1, -0.5, -1.0], [-1.4, 0.3, -0.2], [0.1, -1.0, -1.0], [-0.6, -0.8, -1.9], [0.8, 1.0, -0.2], [0.1, -0.2, 0.1], [-0.4, -0.5, 0.5], [0.0, -0.9, 0.5], [0.2, -0.4, 1.6], [-1.7, 2.4, 0.7], [0.6, 1.1, -1.2]]}

***

{"formula": "C3H7O3Sm", "method": "ωB97M-V/def2-TZVPD", "charge": 1, "de_lowest_ev": 0.126, "spin_multiplicity": 7, "homo_ha": [-0.40223, -0.41023], "orbital_gap_ev": [6.63, 6.36], "energy_ha": -1001.79564, "species": ["O", "C", "C", "O", "C", "Sm", "H", "H", "H", "H", "H", "H", "O", "H"], "xyz": [[0.06555, 1.60817, -0.57896], [-0.92015, 1.36128, 0.38950], [-0.90615, -0.10183, 0.78937], [-2.02219, -0.88846, 0.43510], [-2.12777, -0.82262, -0.82987], [1.69778, 0.14632, -0.30038], [-1.92799, 1.64280, 0.01248], [-0.75196, 1.95887, 1.30705], [-0.89180, -0.25766, 1.87557], [4.05927, -1.58765, 0.45767], [-2.81753, -1.55507, -1.25670], [-1.89701, -0.03651, -1.55399], [3.82567, -0.85437, -0.12338], [4.61428, -0.61328, -0.62344]], "atomic_forces_ev_per_a": [[0.5, 0.1, -0.1], [0.2, 0.1, -0.4], [0.2, 0.2, 3.9], [2.8, 0.6, -2.4], [-4.2, -1.6, -1.9], [-2.5, 1.0, -0.1], [0.2, -0.2, 0.1], [0.0, -0.1, -0.3], [0.2, 0.4, -0.1], [0.3, -0.1, 0.0], [0.0, 0.1, 0.3], [1.2, 0.2, 0.9], [1.0, -0.5, 0.1], [0.3, -0.2, 0.1]]}